Here is 2 unconnected molecules or ions with the total composition C4H7NO3 in a non-equilibrium geometry from the Open Molecules 2025 dataset. Energies are from wB97M-V/def2-TZVPD.

Cartesian coordinates (Å):
C1 0.3448 0.6149 -0.8735
C2 -0.8077 -0.2582 -1.2117
C3 -0.4074 0.5506 1.2218
N1 1.5553 0.0618 -0.8757
C4 -0.7762 -1.1447 0.0543
O1 0.6972 0.4107 1.9956
O2 -1.3312 1.2606 1.5275
O3 0.1519 -1.9621 0.1952
H1 0.5714 0.9412 2.8029
H2 0.2719 1.6959 -0.8945
H3 2.3110 0.5833 -0.4523
H4 1.5433 -0.9471 -0.6574
H5 -1.7278 0.3175 -1.2832
H6 -0.6511 -0.8639 -2.1069
H7 -1.7454 -1.2604 0.5579

The energy above the lowest of the compared OMol25 structures with the same formula, charge and spin is 82.8 kcal per mole. The HOMO energy is -8.1319 eV. The molar mass is 117.1 g mol⁻¹.